No. 1
Computed, not measured: a single C18H22N8O2S molecule, with ωB97M-V/def2-TZVPD.

Results
Net charge = 0
E = -45873.072 eV
HOMO = -8.8 eV
Orbital gap = 9.149 eV
Strongest force on any atom = 1.32 eV/Å
SMILES string = CCn1c(Cn2nnc(-c3ccccc3)n2)nnc1SCC(=O)N1CCOCC1
ΔE to the lowest compared entry with this formula, charge and spin = 0.150 eV

Each atom is followed by the atoms it is bonded to, with distances in Å.
Atoms and positions in Å:
1 C 3.73 1.00 -1.45  H2 1.087, H3 1.086, H4 1.088, C5 1.526
2 H 3.59 0.09 -2.02  C1 1.087
3 H 4.72 1.39 -1.64  C1 1.086
4 H 2.99 1.73 -1.78  C1 1.088
5 C 3.56 0.71 0.04  C1 1.526, N6 1.440, H50 1.093, H51 1.094
6 N 2.24 0.22 0.33  C5 1.440, C7 1.366, C10 1.371
7 C 1.79 -1.06 0.21  N6 1.366, N8 1.308, S30 1.735
8 N 0.51 -1.13 0.51  C7 1.308, N9 1.341
9 N 0.10 0.10 0.82  N8 1.341, C10 1.299
10 C 1.12 0.91 0.71  N6 1.371, N9 1.299, C11 1.492
11 C 1.08 2.38 0.97  C10 1.492, N12 1.430, H28 1.096, H29 1.095
12 N -0.27 2.81 1.14  C11 1.430, N13 1.311, N16 1.312
13 N -1.04 3.17 0.14  N12 1.311, N14 1.281
14 N -2.18 3.46 0.63  N13 1.281, C15 1.352
15 C -2.10 3.26 1.96  N14 1.352, N16 1.331, C17 1.447
16 N -0.88 2.85 2.30  N12 1.312, C15 1.331
17 C -3.19 3.48 2.89  C15 1.447, C18 1.393, C22 1.393
18 C -3.01 3.22 4.25  C17 1.393, C19 1.381, H27 1.079
19 C -4.06 3.44 5.13  C18 1.381, C20 1.386, H26 1.080
20 C -5.28 3.90 4.66  C19 1.386, C21 1.386, H25 1.080
21 C -5.45 4.16 3.31  C20 1.386, C22 1.382, H24 1.080
22 C -4.42 3.95 2.43  C17 1.393, C21 1.382, H23 1.079
23 H -4.53 4.14 1.37  C22 1.079
24 H -6.40 4.52 2.95  C21 1.080
25 H -6.09 4.07 5.35  C20 1.080
26 H -3.92 3.24 6.18  C19 1.080
27 H -2.06 2.86 4.60  C18 1.079
28 H 1.63 2.62 1.89  C11 1.096
29 H 1.52 2.93 0.13  C11 1.095
30 S 2.81 -2.38 -0.27  C7 1.735, C31 1.828
31 C 1.68 -3.79 0.01  S30 1.828, H32 1.087, H33 1.090, C34 1.522
32 H 0.77 -3.38 0.43  C31 1.087
33 H 2.18 -4.45 0.72  C31 1.090
34 C 1.49 -4.57 -1.28  C31 1.522, O35 1.217, N36 1.348
35 O 2.09 -5.61 -1.46  C34 1.217
36 N 0.63 -4.07 -2.20  C34 1.348, C37 1.446, C44 1.451
37 C -0.09 -2.82 -2.16  N36 1.446, H38 1.088, C39 1.535, H49 1.096
38 H -0.06 -2.34 -1.18  C37 1.088
39 C 0.51 -1.88 -3.23  C37 1.535, H40 1.091, O41 1.408, H48 1.102
40 H -0.06 -0.95 -3.29  C39 1.091
41 O 0.44 -2.47 -4.51  C39 1.408, C42 1.411
42 C 1.12 -3.71 -4.54  O41 1.411, H43 1.091, C44 1.533, H47 1.101
43 H 0.99 -4.10 -5.55  C42 1.091
44 C 0.55 -4.69 -3.51  N36 1.451, C42 1.533, H45 1.090, H46 1.094
45 H 1.14 -5.61 -3.49  C44 1.090
46 H -0.49 -4.91 -3.74  C44 1.094
47 H 2.19 -3.55 -4.34  C42 1.101
48 H 1.55 -1.66 -2.97  C39 1.102
49 H -1.14 -3.02 -2.42  C37 1.096
50 H 3.73 1.61 0.63  C5 1.093
51 H 4.27 -0.06 0.35  C5 1.094

These are the natural (NBO) partial charges, in e, on atoms 1 to 6:
1. C -0.615
2. H 0.221
3. H 0.223
4. H 0.212
5. C -0.215
6. N -0.367



No. 2
Computed, not measured: 2 unconnected molecules or ions with the total composition C4H12N2O4S2, with ωB97M-V/def2-TZVPD.

Results
Net charge = 0
E = -37179.014 eV
HOMO = -9.0 eV
Orbital gap = 9.264 eV
Strongest force on any atom = 3.89 eV/Å
ΔE to the lowest compared entry with this formula, charge and spin = 0.000 eV

Each atom is followed by the atoms it is bonded to, with distances in Å.
Atoms and positions in Å:
1 C 0.61 -2.76 0.84  S11 1.873, H13 1.143, H14 1.133, H15 1.081
2 C -0.62 2.28 -1.70  S12 1.852, H16 1.091, H17 1.032, H18 1.115
3 C 1.58 0.57 0.72  N5 1.335, H19 1.064, H20 1.078
4 C -0.04 -0.23 -0.30  N6 1.450, S11 1.792, S12 1.824
5 N 1.06 1.12 1.82  C3 1.335, H21 0.986, H22 1.060
6 N 0.01 -0.57 -1.71  C4 1.450, H23 1.021, H24 1.017
7 O -0.66 -0.83 2.23  S11 1.485
8 O -2.01 -1.95 0.58  S11 1.449
9 O -1.37 2.02 0.78  S12 1.459
10 O -2.45 0.60 -0.96  S12 1.439
11 S -0.70 -1.42 0.86  C1 1.873, C4 1.792, O7 1.485, O8 1.449
12 S -1.25 1.14 -0.38  C2 1.852, C4 1.824, O9 1.459, O10 1.439
13 H 0.72 -2.79 -0.29  C1 1.143
14 H 1.51 -2.25 1.30  C1 1.133
15 H 0.22 -3.64 1.33  C1 1.081
16 H -1.26 2.15 -2.58  C2 1.091
17 H -0.66 3.24 -1.33  C2 1.032
18 H 0.37 1.80 -1.89  C2 1.115
19 H 2.24 -0.26 0.80  C3 1.064
20 H 1.62 1.22 -0.14  C3 1.078
21 H 0.62 1.94 1.50  N5 0.986
22 H 0.54 0.52 2.53  N5 1.060
23 H 0.82 -1.18 -1.86  N6 1.021
24 H -0.89 -0.71 -2.16  N6 1.017

These are the natural (NBO) partial charges, in e, on atoms 1 to 6:
1. C -0.824
2. C -0.833
3. C -0.032
4. C -0.535
5. N -0.780
6. N -0.896



No. 3
Computed, not measured: 2 unconnected molecules or ions with the total composition C7H7BBrFO3, with ωB97M-V/def2-TZVPD.

Results
Net charge = 0
E = -86950.058 eV
HOMO = -8.4 eV
Orbital gap = 8.522 eV
Strongest force on any atom = 4.80 eV/Å
ΔE to the lowest compared entry with this formula, charge and spin = 1.128 eV

Each atom is followed by the atoms it is bonded to, with distances in Å.
Atoms and positions in Å:
1 B -0.99 -1.71 0.88  C5 1.650, O9 1.286, O10 1.391
2 C -0.68 2.68 0.43  C3 1.389, C4 1.362, H14 1.148
3 C 0.45 1.93 0.73  C2 1.389, C6 1.344, H15 1.168
4 C -1.81 2.06 -0.01  C2 1.362, C7 1.407, H16 0.988
5 C -0.93 -0.06 0.72  B1 1.650, C6 1.401, C7 1.341
6 C 0.29 0.60 0.90  C3 1.344, C5 1.401, F12 1.396
7 C -1.87 0.66 0.10  C4 1.407, C5 1.341, Br13 1.864
8 C 2.46 -1.53 -1.35  O11 1.312, H17 1.226
9 O -1.44 -2.21 1.97  B1 1.286, H18 1.010
10 O -0.48 -2.36 -0.24  B1 1.391, H19 0.923
11 O 1.27 -1.01 -1.53  C8 1.312, H20 0.951
12 F 1.31 -0.12 1.52  C6 1.396
13 Br -3.44 -0.21 -0.39  C7 1.864
14 H -0.53 3.81 0.42  C2 1.148
15 H 1.45 2.49 0.98  C3 1.168
16 H -2.61 2.54 -0.34  C4 0.988
17 H 3.13 -0.54 -1.12  C8 1.226
18 H -1.79 -3.16 1.98  O9 1.010
19 H -0.12 -3.21 -0.14  O10 0.923
20 H 0.59 -1.67 -1.51  O11 0.951

These are the natural (NBO) partial charges, in e, on atoms 1 to 6:
1. B 1.145
2. C -0.167
3. C -0.291
4. C -0.255
5. C -0.438
6. C 0.435



No. 4
Computed, not measured: 2 unconnected molecules or ions with the total composition CH4NOS, with ωB97M-V/def2-TZVPD.

Results
Net charge = -1
E = -15476.390 eV
HOMO = -3.1 eV
Orbital gap = 7.176 eV
Strongest force on any atom = 1.21 eV/Å
ΔE to the lowest compared entry with this formula, charge and spin = 0.106 eV

Each atom is followed by the atoms it is bonded to, with distances in Å.
Atoms and positions in Å:
1 S -2.18 -1.20 0.29  H2 1.337
2 H -1.26 -1.97 0.89  S1 1.337
3 C 1.37 1.20 -0.58  N4 1.355, O5 1.224, H6 1.102
4 N 0.86 0.05 -0.06  C3 1.355, H7 1.007, H8 1.039
5 O 2.45 1.65 -0.25  C3 1.224
6 H 0.74 1.66 -1.35  C3 1.102
7 H 1.49 -0.59 0.39  N4 1.007
8 H -0.11 -0.32 -0.18  N4 1.039

These are the natural (NBO) partial charges, in e, on atoms 1 to 6:
1. S -1.013
2. H 0.080
3. C 0.520
4. N -0.843
5. O -0.669
6. H 0.103